{"formula": "C6H21HgO6", "method": "wB97M-V/def2-TZVPD", "charge": -1, "relative_energy_kcal_mol": 24.1, "spin_multiplicity": 1, "homo_lumo_gap_ev": 5.34, "species": ["Hg", "C", "C", "O", "H", "H", "H", "H", "H", "C", "C", "O", "H", "H", "H", "H", "H", "C", "C", "O", "H", "H", "H", "H", "H", "O", "H", "H", "O", "H", "H", "O", "H", "H"], "positions_angstrom": [[9.9057, -3.7795, 5.9553], [13.1799, -4.7202, 2.8987], [12.7825, -4.1903, 4.2853], [11.6307, -3.4215, 4.3111], [14.2458, -4.9451, 2.7821], [12.8946, -4.0152, 2.1135], [12.7240, -5.6765, 2.6093], [13.6049, -3.5338, 4.6132], [12.7488, -5.0236, 5.0000], [10.8259, -7.4654, 7.4324], [10.9121, -6.3114, 8.3974], [10.8889, -5.0393, 7.8830], [11.6596, -7.4423, 6.7268], [9.8509, -7.3437, 6.9438], [10.8925, -8.4480, 7.9119], [11.8504, -6.5218, 8.9550], [10.1094, -6.3523, 9.1583], [10.7124, 0.2447, 6.8761], [9.9163, -0.8303, 7.5877], [10.4131, -2.1094, 7.5395], [10.4491, 1.2494, 7.2228], [10.5523, 0.1644, 5.7988], [11.7538, 0.1015, 7.1737], [8.8624, -0.8245, 7.2336], [9.7310, -0.4028, 8.5960], [7.8831, -4.3975, 6.9244], [7.2803, -4.9856, 6.4543], [7.3145, -3.7253, 7.3223], [8.6645, -2.2050, 4.5386], [9.0729, -1.6453, 3.8670], [7.7557, -1.8942, 4.6076], [9.0954, -5.4588, 4.3809], [8.3898, -6.1075, 4.4846], [9.4825, -5.6435, 3.5159]], "forces_ev_per_a": [[3.82, 0.74, 1.60], [-0.18, -0.49, -0.59], [0.06, 0.55, 0.33], [-1.34, -0.57, -0.08], [0.15, 0.33, 0.29], [0.08, 0.19, 0.13], [-0.44, 0.05, 0.28], [0.32, -0.16, 0.09], [0.08, -0.13, 0.02], [-0.53, -0.17, -0.42], [0.33, 1.10, 0.68], [-0.02, -0.23, -1.14], [-0.22, 0.30, -0.25], [0.20, -0.40, -0.47], [-0.26, 0.02, 0.24], [0.17, 0.34, 0.22], [-0.18, -0.71, 0.10], [0.21, -0.05, -0.04], [-1.30, -0.50, 0.14], [-0.23, 0.24, -0.31], [-0.29, 0.04, -0.12], [0.48, 0.09, -0.07], [0.11, -0.08, -0.46], [-0.16, 0.33, -0.52], [0.51, -0.55, 0.58], [-1.28, -0.24, 0.23], [0.06, 0.00, 0.03], [0.29, 0.06, 0.13], [-0.68, 0.45, -0.57], [0.33, -0.19, 0.16], [0.07, 0.02, 0.11], [-0.60, -0.62, -0.55], [0.15, -0.07, 0.06], [0.29, 0.29, 0.15]]}


{"formula": "C20H23Cl4CsNO2S4", "method": "wB97M-V/def2-TZVPD", "charge": -1, "relative_energy_kcal_mol": 46.3, "spin_multiplicity": 1, "homo_lumo_gap_ev": 4.58, "species": ["Cs", "C", "C", "S", "C", "C", "S", "C", "C", "S", "C", "C", "S", "H", "H", "H", "H", "H", "H", "H", "H", "H", "H", "H", "H", "H", "H", "H", "H", "Cl", "C", "C", "Cl", "C", "Cl", "C", "O", "C", "O", "C", "Cl", "N", "C", "C", "C", "C", "C", "C", "H", "H", "H", "H", "H", "H", "H"], "positions_angstrom": [[0.7980, 0.6401, 0.6758], [1.2365, 1.1510, -3.8573], [0.2773, 2.2261, -3.3632], [-0.8303, 1.7059, -2.0173], [-2.1857, 0.8913, -2.9164], [-1.9698, -0.5906, -3.1922], [-1.8703, -1.5060, -1.6195], [-1.0317, -3.0199, -2.1810], [0.4210, -2.8393, -2.5955], [1.3849, -2.1613, -1.2059], [2.9966, -1.9089, -1.9948], [3.0200, -0.8874, -3.1262], [2.4859, 0.7722, -2.5837], [1.7519, 1.4881, -4.7593], [0.6996, 0.2329, -4.0883], [-0.3306, 2.6022, -4.1878], [0.8407, 3.0627, -2.9469], [-2.3653, 1.4393, -3.8430], [-3.0533, 1.0222, -2.2675], [-1.0476, -0.7519, -3.7464], [-2.8035, -0.9863, -3.7772], [-1.6063, -3.4555, -2.9996], [-1.0940, -3.6830, -1.3170], [0.5006, -2.1627, -3.4471], [0.8421, -3.8059, -2.8830], [3.3759, -2.8676, -2.3550], [3.6308, -1.5732, -1.1728], [2.3766, -1.1921, -3.9504], [4.0366, -0.8045, -3.5129], [3.2993, 4.8115, 5.3856], [2.9715, 3.3411, 4.5227], [3.8966, 2.3181, 4.5036], [5.3938, 2.4773, 5.3688], [3.6048, 1.1453, 3.7924], [4.7942, -0.1241, 3.7085], [2.4000, 0.9264, 3.1091], [2.1556, -0.1326, 2.4192], [1.3990, 1.9916, 3.1789], [0.2525, 1.8320, 2.5986], [1.7530, 3.1673, 3.8478], [0.5869, 4.4599, 3.8323], [-0.7871, -0.7946, 2.4708], [-2.1564, -0.7361, 2.5166], [-2.9510, -1.8811, 2.3698], [-4.3315, -1.7784, 2.3167], [-4.9552, -0.5421, 2.4051], [-4.1730, 0.5984, 2.5617], [-2.7948, 0.5110, 2.6232], [-0.3205, -1.6492, 2.7246], [-0.2734, 0.0561, 2.7245], [-2.4694, -2.8506, 2.2950], [-4.9268, -2.6765, 2.1977], [-6.0346, -0.4682, 2.3558], [-4.6469, 1.5692, 2.6461], [-2.1730, 1.3903, 2.7562]], "forces_ev_per_a": [[-0.20, -0.05, -6.17], [0.25, -0.03, 0.11], [-0.13, -0.21, 0.19], [-0.28, 0.22, -0.56], [0.27, 0.10, 0.15], [-0.02, -0.21, 0.23], [-0.01, -0.03, -0.16], [-0.10, 0.30, 0.11], [0.29, 0.10, 0.25], [-0.04, -0.32, -0.36], [-0.28, -0.04, 0.07], [0.03, 0.28, 0.15], [-0.04, -0.10, -0.31], [-0.08, 0.03, -0.04], [-0.02, 0.00, -0.02], [0.04, 0.06, -0.02], [-0.02, 0.07, -0.08], [-0.08, -0.03, -0.01], [-0.07, 0.02, -0.08], [-0.02, 0.04, -0.06], [0.02, 0.02, -0.05], [0.02, -0.10, 0.02], [-0.02, -0.09, -0.06], [-0.05, -0.03, -0.05], [-0.04, 0.00, -0.07], [0.10, 0.02, 0.02], [0.07, -0.06, -0.02], [0.01, -0.02, -0.02], [0.00, -0.08, -0.04], [0.00, 0.03, 0.00], [0.00, -0.09, -0.03], [-0.10, 0.03, 0.00], [0.05, -0.01, -0.02], [0.14, 0.02, 0.00], [0.00, -0.06, -0.01], [0.22, 0.24, 0.35], [1.36, -1.05, 2.28], [0.34, 0.27, 0.50], [-0.81, 1.23, 2.64], [0.02, 0.08, 0.02], [-0.06, 0.01, 0.03], [-0.21, -0.33, 0.57], [-0.17, -0.02, -0.10], [0.04, 0.01, 0.06], [0.04, 0.00, 0.00], [-0.13, 0.03, -0.01], [0.00, -0.09, 0.00], [0.11, 0.03, -0.03], [-0.05, -0.03, 0.04], [-0.37, -0.20, 0.61], [-0.01, 0.00, -0.02], [0.01, 0.00, 0.01], [0.01, 0.00, 0.01], [0.01, 0.01, 0.00], [-0.03, 0.01, -0.01]]}


{"formula": "C14H20N2O4S", "method": "wB97M-V/def2-TZVPD", "relative_energy_kcal_mol": 287.3, "spin_multiplicity": 1, "homo_lumo_gap_ev": 7.58, "species": ["C", "C", "C", "C", "C", "C", "C", "C", "C", "C", "C", "C", "C", "C", "H", "H", "H", "H", "H", "H", "H", "H", "H", "H", "H", "H", "H", "H", "H", "H", "H", "H", "H", "H", "N", "N", "O", "O", "O", "O", "S"], "positions_angstrom": [[-2.0870, -0.3487, 0.5300], [-0.6790, -0.0413, 0.8504], [-2.5817, -1.7933, 0.3876], [-2.2934, -2.4918, -0.9028], [-0.8518, -2.3959, -1.2499], [-3.2524, -2.6785, -1.9607], [-0.3729, -2.9037, -2.4769], [-2.7811, -2.8621, -3.2604], [-1.4347, -3.1686, -3.4257], [1.3047, 1.3288, 0.4202], [2.0040, 0.0886, -0.0645], [1.8408, 1.9020, 1.7253], [3.1638, 2.5714, 1.7744], [2.4233, 4.6023, 3.5939], [-1.9935, 0.1911, -1.5700], [-3.6091, 0.4889, -0.6647], [-2.6788, -0.1132, 1.4218], [-3.7391, -1.7905, 0.7786], [-2.3265, -2.5850, 1.1486], [-0.3475, -2.0913, -0.3393], [-4.2921, -2.4971, -1.8761], [0.6616, -2.7202, -2.8499], [-3.2865, -3.0051, -4.2389], [0.1637, -3.4782, -4.7797], [-0.5602, 1.6432, -0.1459], [1.7309, 2.0101, -0.2968], [2.1061, 1.0642, 2.3480], [1.1039, 2.4426, 2.2613], [4.0744, 1.8167, 1.5304], [3.3613, 3.5975, 1.2099], [1.6569, 4.6820, 2.2160], [3.4760, 6.0373, 3.7200], [1.5498, 4.2670, 4.9876], [3.4981, -1.2091, 0.1865], [-2.5240, 0.5052, -0.5510], [-0.0692, 0.9930, 0.3924], [-0.0415, -0.9976, 1.3336], [-0.8941, -3.7771, -4.7003], [1.5945, -0.4141, -1.1307], [3.2258, -0.2656, 0.4512], [3.7564, 3.3961, 3.2167]], "forces_ev_per_a": [[-2.39, 0.60, 0.27], [1.33, -5.69, 0.67], [-2.66, -2.81, 2.20], [0.75, 1.58, -3.24], [-2.56, -2.06, 0.32], [2.25, 0.91, 0.55], [-2.29, 1.80, 0.13], [1.54, -2.10, -1.41], [4.03, -0.61, -1.42], [2.62, -1.07, 1.62], [1.06, -2.51, -4.06], [0.50, -1.66, 1.29], [3.42, 1.94, -2.96], [0.06, 1.35, -1.01], [-2.34, 0.83, 3.76], [2.83, -0.19, -0.05], [0.27, 0.86, 0.07], [2.24, 0.31, -1.90], [0.89, 1.45, -0.04], [1.03, -0.08, -0.82], [-0.87, 0.08, 0.68], [-0.80, -0.67, 0.64], [-0.55, 0.24, 1.19], [-4.43, -1.15, 0.54], [-1.61, 0.77, -0.69], [-1.29, 0.69, -1.11], [-0.70, -0.78, 0.64], [-0.87, 0.72, 0.26], [-2.15, 1.85, 0.26], [-1.07, -2.60, -0.68], [1.89, 0.11, 4.30], [-3.00, -3.15, -0.01], [2.24, 1.13, -4.00], [-0.93, 2.08, 0.08], [-0.69, -0.19, -3.79], [0.46, 4.26, -1.03], [0.30, 1.17, 0.91], [2.10, 2.63, 1.75], [1.02, 0.76, 2.96], [-0.74, -1.13, 0.24], [-0.87, 0.31, 2.89]]}